# 1
99
Properties=species:S:1:pos:R:3:forces:R:3:mulliken_charge:R:1 method="wB97M-V/def2-TZVPD" total_energy_ha=-6642.237426 total_charge=+3 homo_ev=-16.52
W 0.22480 0.33513 -0.05201 -8.090 9.743 1.036 0.150
C -0.85000 2.85113 2.73129 0.279 -0.178 -0.385 -1.313
C 0.03180 3.19593 1.53019 -0.698 0.715 0.362 0.857
C -0.80210 3.88243 0.44039 0.126 -0.429 -0.071 -0.665
C 1.17050 4.10403 1.99529 0.113 -0.582 -0.352 -1.510
O 0.59660 1.95983 0.92719 0.453 -0.229 -0.103 -0.484
Ge 1.85940 2.73673 -0.93941 -0.311 -0.359 -0.211 -0.170
O 2.68570 1.14083 -0.72031 -0.495 0.124 -0.369 0.465
C 4.10120 1.12363 -0.28081 0.228 0.020 0.374 1.223
C 4.79760 2.40023 -0.75111 -0.461 -0.108 -0.026 -1.904
C 4.04950 1.06723 1.24499 -0.056 -0.094 -0.152 -1.051
C 4.79670 -0.07527 -0.90981 -0.307 0.203 0.028 -1.427
O 0.08760 1.61593 -1.58131 1.275 0.259 -0.100 -0.405
C -0.31690 1.81633 -3.00371 -0.394 -0.301 -0.450 1.224
C -1.79640 1.43953 -3.10691 0.411 0.033 0.256 -1.080
C -0.14470 3.28373 -3.39561 0.142 -0.212 0.526 -1.809
C 0.59570 0.93063 -3.85501 -0.006 -0.025 0.385 -0.919
H -1.31970 3.76303 3.09169 -0.063 0.075 -0.055 0.632
H -0.25900 2.45203 3.55039 0.002 -0.111 0.015 0.463
H -1.63910 2.14413 2.45509 0.043 0.032 0.063 -0.100
H -1.50080 4.58693 0.88239 -0.002 0.093 0.063 0.693
H -1.36770 3.12263 -0.12301 0.076 0.365 0.125 -0.103
H -0.15870 4.44113 -0.24791 -0.197 -0.056 -0.030 0.325
H 0.76560 5.00643 2.44549 -0.075 0.066 -0.022 0.480
H 1.80300 4.40623 1.15169 -0.029 0.078 0.169 0.272
H 1.78440 3.59823 2.73739 0.074 -0.007 0.061 0.336
H 4.34180 3.29333 -0.29951 0.204 -0.036 -0.004 0.507
H 4.74720 2.48433 -1.83911 0.081 0.030 -0.020 0.450
H 5.84490 2.37413 -0.45781 0.019 0.093 0.029 0.489
H 3.83690 2.06193 1.64179 0.011 -0.048 0.126 0.383
H 4.98860 0.71053 1.65799 0.131 0.080 0.069 0.417
H 3.25340 0.39303 1.57529 0.213 0.118 -0.031 -0.114
H 4.70600 -0.02887 -1.99261 0.028 -0.030 -0.114 0.345
H 4.39210 -1.02167 -0.56541 0.063 0.048 0.042 0.342
H 5.85090 -0.04337 -0.65101 0.121 -0.019 0.014 0.549
H -2.39960 2.10883 -2.49021 -0.032 -0.013 0.051 0.227
H -1.97010 0.40583 -2.80371 -0.001 0.065 -0.021 -0.152
H -2.13040 1.54943 -4.13471 -0.015 0.005 -0.113 0.589
H -0.72840 3.93993 -2.74861 -0.006 0.023 -0.025 0.300
H -0.48960 3.41853 -4.41981 0.046 -0.013 -0.019 0.496
H 0.90940 3.58393 -3.35711 -0.148 0.032 -0.113 0.509
H 0.78080 -0.02157 -3.35051 -0.059 0.162 -0.205 -0.300
H 1.55660 1.42353 -4.02201 -0.006 -0.070 0.003 0.391
H 0.14720 0.73093 -4.82371 -0.034 0.040 -0.125 0.446
O 3.32000 -2.38517 1.96649 0.241 -0.579 -0.798 -0.586
C 3.33780 -2.97487 0.75019 -0.367 0.776 0.916 1.015
C 4.18850 -4.05067 0.55359 0.162 -0.165 0.101 -0.790
C 4.26750 -4.67247 -0.67991 -0.121 0.381 0.671 -0.612
C 3.48500 -4.22427 -1.74751 -0.558 0.439 -0.503 -0.928
C 2.63770 -3.16227 -1.58291 0.096 -0.184 -0.236 -1.343
C 2.51370 -2.51087 -0.32311 0.043 0.606 0.107 0.913
C 1.64690 -1.41357 -0.19711 -0.825 -1.236 0.135 -0.296
O 0.78970 -0.97677 -1.16981 4.455 -4.835 -1.649 0.505
O 1.26300 -0.78387 0.97489 4.682 -4.444 0.351 -1.317
H 2.67520 -1.66677 1.99669 0.056 0.016 0.077 0.070
H 4.78270 -4.37927 1.39219 0.091 -0.039 0.058 0.593
H 4.93640 -5.50537 -0.81551 0.128 -0.150 0.003 0.489
H 3.54490 -4.71717 -2.70501 0.031 -0.012 -0.085 0.538
H 2.03970 -2.79527 -2.40231 -0.053 -0.039 -0.136 0.477
C -4.47200 0.97173 2.85179 0.322 -0.152 -0.829 -1.092
Si -4.53510 0.79723 0.95259 -1.049 0.504 0.487 1.071
C -4.81590 2.47373 0.08169 0.358 -0.716 0.139 -1.098
C -5.78120 -0.52227 0.40429 0.783 0.257 0.106 -1.239
Ge -2.08600 0.25923 0.34379 0.108 -0.901 -0.249 0.642
Si -1.64040 -2.04977 -1.41741 -1.045 -1.672 -0.504 1.323
C -1.18270 -2.14737 -3.28191 0.201 0.648 0.747 -1.480
C -0.79280 -3.53807 -0.54601 -0.033 0.925 -0.129 -0.120
C -3.52400 -2.36597 -1.34211 0.810 0.648 0.234 -1.309
Si -0.71800 -1.69137 2.33959 -0.847 -0.281 1.909 1.316
C 0.37420 -3.24437 2.64569 0.021 0.592 -0.643 -1.127
C -2.52520 -2.33277 2.53669 0.756 0.587 -0.531 -0.781
C -0.20280 -0.31437 3.57629 -0.116 -0.482 -0.751 -0.968
H -5.48370 1.13133 3.21419 -0.299 0.031 -0.097 0.494
H -3.88480 1.82523 3.17489 0.126 0.166 -0.029 0.342
H -4.09660 0.08803 3.35699 0.052 -0.158 0.054 0.345
H -5.28570 3.18503 0.75699 0.011 -0.027 0.271 0.420
H -5.48540 2.36693 -0.76771 -0.014 -0.169 -0.151 0.418
H -3.89070 2.92033 -0.27571 0.083 0.124 -0.027 0.171
H -6.77730 -0.15587 0.64189 -0.114 0.297 0.150 0.423
H -5.66620 -1.46497 0.93019 0.079 -0.129 0.113 0.401
H -5.76550 -0.71997 -0.66141 0.039 0.048 -0.153 0.332
H -0.13310 -1.96167 -3.48981 0.074 0.044 -0.011 0.259
H -1.78020 -1.50827 -3.92621 -0.059 0.149 0.067 0.460
H -1.38690 -3.17017 -3.59961 -0.145 -0.222 0.318 0.623
H 0.22990 -3.34327 -0.23721 -0.107 -0.166 0.024 -0.521
H -0.73780 -4.35227 -1.26751 -0.094 0.019 -0.279 0.547
H -1.34840 -3.92407 0.30229 -0.150 0.106 0.133 0.344
H -4.07900 -1.63627 -1.92051 -0.081 0.194 -0.146 0.352
H -3.91780 -2.36917 -0.33251 -0.028 -0.036 0.204 0.217
H -3.72710 -3.33737 -1.77651 0.145 -0.364 -0.180 0.603
H 0.96160 -3.58107 1.79589 -0.023 -0.102 -0.044 0.127
H -0.25440 -4.08367 2.94569 -0.288 0.126 -0.126 0.537
H 1.07780 -3.07437 3.46319 -0.068 0.302 -0.025 0.526
H -2.70200 -3.26097 2.00379 0.122 -0.136 -0.176 0.341
H -3.30820 -1.63507 2.25649 -0.059 0.107 0.028 -0.267
H -2.64170 -2.55977 3.59139 0.070 0.013 0.404 0.560
H 0.57130 0.33923 3.15649 -0.223 -0.098 0.150 0.006
H 0.20590 -0.76917 4.47749 0.064 -0.283 0.013 0.624
H -1.05320 0.28263 3.89499 -0.096 0.092 -0.156 0.393

---

# 2
100
Properties=species:S:1:pos:R:3:forces:R:3:mulliken_charge:R:1 method="wB97M-V/def2-TZVPD" total_energy_ha=-3054.285842 homo_ev=-9.01
C -3.73110 5.74602 -7.62608 0.246 -0.240 -0.013 -1.041
C -3.45212 4.29773 -7.24066 -0.296 0.142 -0.009 -0.445
O -4.01108 3.98572 -5.97666 0.386 -0.302 0.238 -0.325
C -5.25298 3.33455 -6.05145 0.134 0.278 0.199 -0.632
C -5.77730 3.09433 -4.64313 -0.026 0.019 -0.256 -0.064
O -5.42719 4.11878 -3.75845 -0.377 -0.098 0.209 -0.430
C -4.32684 3.88480 -2.91069 0.243 0.448 -0.120 0.192
C -4.72666 4.00719 -1.45747 -0.199 -0.086 -0.050 -0.891
O -5.00119 2.77556 -0.82421 -0.023 0.112 0.051 -0.318
C -3.96807 2.27607 0.02282 -0.022 -0.473 -0.462 -0.766
Si -3.03310 0.84189 -0.79470 -0.290 0.220 0.580 0.444
C -1.50220 1.39571 -1.70099 -0.408 0.259 0.261 0.546
C -0.49683 2.23668 -0.89135 0.217 -0.601 -0.110 -1.723
C -0.44473 2.04372 0.62154 0.480 0.556 0.024 0.387
C 0.87828 2.57384 1.19844 -0.291 -0.180 -0.442 -1.409
C 1.95744 1.52146 1.45567 0.133 0.018 0.303 0.287
C 2.52797 1.66234 2.86423 0.026 0.137 -0.242 -1.339
C 1.70151 1.03069 3.95997 -0.127 -0.294 0.064 -0.904
C 1.56582 -0.48697 3.94922 0.117 0.010 0.148 0.635
C 2.80340 -1.15854 4.52062 -0.436 -0.563 -0.111 -0.651
C 2.73183 -2.68985 4.62851 0.412 -0.013 0.266 -1.226
C 3.65778 -3.46860 3.69691 -0.787 0.402 -0.467 -0.209
C 3.00710 -3.86523 2.37455 0.211 -0.227 0.358 -0.237
O 3.02928 -5.27580 2.28935 0.282 -0.135 0.071 -0.406
C 2.63324 -5.77805 1.04367 -0.099 0.107 0.046 -0.705
C -4.21634 -0.01878 -2.00381 -0.298 -0.309 0.169 0.378
C -5.20212 -0.93125 -1.34985 0.131 -4.520 -0.198 -0.024
O -5.15663 -2.18144 -1.40329 -0.085 4.658 0.230 -0.535
I -6.81527 -0.05475 -0.21315 0.188 -0.063 -0.165 -0.002
O -2.67526 -0.26833 0.39731 0.207 0.031 -0.780 -0.939
Si -1.82719 -1.66359 0.08005 0.071 -0.625 0.601 -0.227
C -2.01224 -2.74414 1.58447 0.009 0.715 -0.355 -1.056
C 0.02537 -1.32176 -0.19248 0.234 -0.307 -0.001 1.115
O 0.50671 -2.07624 -1.33358 -0.424 0.468 -0.668 -0.382
C 1.24961 -1.38646 -2.23444 2.460 1.518 1.252 0.924
C 0.84830 -1.63978 -3.64466 0.285 -0.212 -0.151 -1.120
O 2.18633 -0.63098 -1.91079 -2.696 -1.686 -0.646 -0.584
H -4.04853 5.82636 -8.65508 -0.154 0.076 -0.315 0.311
H -4.50629 6.12619 -6.97886 -0.292 0.217 0.128 0.336
H -2.84975 6.35993 -7.51024 0.197 0.250 0.141 0.295
H -2.39201 4.09705 -7.17584 0.326 -0.020 0.039 0.365
H -3.85939 3.63816 -7.99965 -0.096 -0.318 -0.161 0.332
H -5.96500 3.93696 -6.61104 -0.158 0.193 -0.228 0.400
H -5.13936 2.36941 -6.53912 -0.099 -0.252 -0.330 0.346
H -6.85914 3.05891 -4.69429 -0.325 -0.058 0.032 0.438
H -5.45213 2.11700 -4.29724 0.248 -0.151 0.293 -0.152
H -3.57724 4.64094 -3.12488 0.206 0.209 -0.186 0.396
H -3.86472 2.92477 -3.11360 0.052 -0.333 -0.044 -0.048
H -5.64265 4.58426 -1.43930 -0.286 0.196 0.042 0.424
H -3.97930 4.57961 -0.91574 0.282 -0.015 0.270 0.333
H -3.31910 3.08238 0.34571 0.224 0.190 0.140 0.455
H -4.44288 1.85795 0.90285 -0.157 -0.016 0.356 0.429
H -1.84367 2.00319 -2.53418 -0.116 0.049 -0.353 0.810
H -1.03196 0.53140 -2.15171 0.231 -0.346 -0.124 -0.379
H 0.49109 2.01400 -1.28110 0.318 0.009 -0.159 0.545
H -0.66522 3.28472 -1.09843 -0.062 0.366 -0.011 0.397
H -1.25190 2.61365 1.06560 -0.399 -0.152 0.240 0.319
H -0.53309 1.00486 0.89818 -0.351 -0.205 0.180 0.059
H 1.26381 3.28838 0.48043 0.157 0.414 -0.038 0.259
H 0.68936 3.12217 2.11199 -0.110 0.121 0.288 0.706
H 2.76791 1.62748 0.74829 0.191 0.019 -0.308 0.554
H 1.57372 0.51716 1.31090 -0.115 -0.211 -0.033 -0.294
H 3.55449 1.31948 2.90799 0.270 -0.286 -0.003 0.434
H 2.56631 2.72763 3.06733 0.232 0.320 0.135 0.468
H 2.17051 1.26732 4.90915 0.011 0.267 0.332 0.479
H 0.71521 1.48273 3.98355 -0.295 0.171 -0.082 0.427
H 1.31148 -0.89729 2.97629 0.017 0.019 -0.376 -0.621
H 0.73606 -0.74469 4.59828 -0.309 -0.135 0.149 0.414
H 3.67941 -0.89632 3.94150 0.344 0.272 -0.053 0.311
H 2.90506 -0.78102 5.52988 0.335 0.350 0.214 0.286
H 1.70957 -3.03030 4.51369 -0.357 -0.126 -0.062 0.488
H 3.02024 -2.95232 5.63898 0.003 -0.099 0.318 0.452
H 3.99392 -4.37880 4.16083 0.214 -0.246 0.197 0.430
H 4.51905 -2.84553 3.49947 0.461 -0.006 -0.001 0.044
H 3.54470 -3.44386 1.52768 0.020 0.124 -0.317 0.389
H 1.97603 -3.52194 2.35685 -0.398 0.211 -0.224 -0.010
H 2.98081 -5.14823 0.22854 0.145 0.166 -0.224 0.311
H 3.06552 -6.76119 0.92842 0.079 -0.316 -0.010 0.266
H 1.55081 -5.85788 0.96970 -0.315 0.007 -0.035 0.250
H -3.65963 -0.64533 -2.68934 0.298 -0.203 -0.173 0.488
H -4.73720 0.72628 -2.59114 -0.224 0.364 0.048 -0.290
H -2.30985 -2.37779 -1.11842 -0.074 0.250 -0.172 -0.072
H -3.01174 -2.59899 1.97173 -0.345 -0.211 0.110 0.273
H -1.32383 -2.39199 2.34257 0.251 -0.048 0.296 0.232
H -1.82663 -3.78397 1.36490 0.042 -0.351 0.014 0.393
H 0.28762 -0.28232 -0.32078 0.070 0.212 -0.119 -0.553
H 0.56842 -1.66579 0.67928 0.230 -0.070 0.326 -0.180
H -0.04377 -1.07899 -3.89309 -0.275 0.203 0.095 0.209
H 0.62515 -2.68252 -3.81893 -0.070 -0.310 0.074 0.348
H 1.64755 -1.32154 -4.29223 0.225 0.111 -0.251 0.368
C 8.08346 -2.63748 4.89349 0.071 0.068 0.022 -0.916
S 7.36772 -4.14213 4.22141 0.049 -0.010 -0.050 0.564
O 6.21860 -4.49298 5.08872 0.018 -0.049 0.202 -0.580
C 8.71954 -5.22149 4.70506 0.119 -0.017 -0.015 -1.010
H 7.36850 -1.83360 4.73395 -0.034 -0.004 -0.016 0.275
H 8.26355 -2.76639 5.96048 -0.028 -0.036 0.003 0.301
H 9.01222 -2.41213 4.36964 -0.002 0.013 -0.016 0.368
H 8.85514 -5.16912 5.78497 -0.044 0.018 0.006 0.299
H 9.62916 -4.91895 4.18635 0.004 -0.013 -0.014 0.370
H 8.45075 -6.23400 4.41414 -0.035 -0.009 -0.015 0.339

---

Number 1: HOMO-LUMO gap 6.60 eV. Number 2: HOMO-LUMO gap 9.45 eV.